CH3N4 | ωB97M-V/def2-TZVPD

## Properties
Energy above the lowest of the compared OMol25 structures with the same formula, charge and spin = 97.3 kcal/mol
Calculated total energy = -7034.37423 eV
Highest occupied orbital energy = -15.95 eV
Charge = +1

CARTESIAN COORDINATES (ANGSTROEM)
C  0.240  0.177  -0.090
N  1.456  0.251  0.426
N  0.929  -0.465  1.588
N  -0.277  -0.472  1.155
N  -0.297  0.409  -1.237
H  -1.097  -0.864  1.610
H  0.296  0.811  -1.971
H  -1.251  0.152  -1.481